C46H35F13N6O15S2 | ωB97M-V/def2-TZVPD

Its SMILES is O=C1OC(=O)C(CCC(F)(F)C(F)(F)C(F)(F)C(F)(F)S(F)(F)(F)(F)F)=C1S.O=[N+]([O-])c1ccccc1.O=[N+]([O-])c1ccccc1.O=[N+]([O-])c1ccccc1.O=[N+]([O-])c1ccccc1.O=[N+]([O-])c1ccccc1.O=[N+]([O-])c1ccccc1. The total charge is 0. The calculation puts the HOMO-LUMO gap at 8.6 eV. The largest force on an atom comes out at 0.0394 Eh/bohr.

Element x y z (Å)
O: 5.775 4.230 4.144
C: 5.668 3.345 3.329
O: 6.662 2.434 3.041
C: 6.224 1.625 2.025
O: 6.920 0.792 1.482
C: 4.808 1.969 1.713
C: 4.011 1.209 0.719
C: 2.738 0.572 1.334
C: 1.542 0.870 0.466
F: 1.773 0.269 -0.732
F: 1.382 2.173 0.195
C: 0.198 0.262 0.948
F: -0.618 0.116 -0.102
F: 0.474 -0.966 1.412
C: -0.531 1.028 2.097
F: 0.361 1.892 2.638
F: -0.881 0.184 3.063
C: -1.730 1.901 1.636
F: -1.449 2.462 0.461
F: -1.878 2.883 2.532
S: -3.404 1.021 1.535
F: -4.121 2.422 1.643
F: -3.444 0.868 3.082
F: -2.743 -0.389 1.359
F: -3.446 1.172 -0.039
F: -4.828 0.348 1.465
C: 4.488 3.017 2.463
S: 3.038 3.983 2.516
H: 3.786 1.797 -0.158
H: 4.640 0.392 0.400
H: 2.603 0.905 2.350
H: 2.865 -0.499 1.327
H: 2.589 3.687 3.747
O: -9.926 -3.357 -2.468
N: -9.717 -2.256 -2.932
O: -10.334 -1.769 -3.856
C: -8.637 -1.458 -2.336
C: -7.892 -1.999 -1.306
C: -6.860 -1.251 -0.763
C: -6.589 0.021 -1.248
C: -7.357 0.552 -2.276
C: -8.388 -0.190 -2.829
H: -8.105 -2.989 -0.933
H: -6.262 -1.663 0.038
H: -5.778 0.595 -0.827
H: -7.146 1.542 -2.654
H: -8.984 0.216 -3.632
O: -1.058 -2.630 3.722
N: -1.586 -3.619 4.180
O: -1.241 -4.165 5.206
C: -2.680 -4.226 3.410
C: -3.044 -3.654 2.205
C: -4.063 -4.237 1.470
C: -4.703 -5.374 1.947
C: -4.327 -5.929 3.163
C: -3.307 -5.354 3.903
H: -2.542 -2.772 1.839
H: -4.355 -3.807 0.522
H: -5.495 -5.830 1.368
H: -4.827 -6.812 3.534
H: -3.010 -5.782 4.848
O: -4.558 -1.078 -4.029
N: -4.809 -0.105 -4.703
O: -4.688 1.042 -4.323
C: -5.313 -0.326 -6.064
C: -5.503 -1.623 -6.505
C: -5.997 -1.828 -7.782
C: -6.290 -0.744 -8.598
C: -6.086 0.551 -8.140
C: -5.595 0.766 -6.864
H: -5.273 -2.462 -5.866
H: -6.156 -2.835 -8.140
H: -6.681 -0.909 -9.593
H: -6.313 1.394 -8.778
H: -5.437 1.770 -6.502
O: 3.377 -1.957 1.999
N: 3.608 -3.104 1.670
O: 4.107 -3.428 0.616
C: 3.255 -4.170 2.619
C: 2.654 -3.827 3.813
C: 2.301 -4.830 4.700
C: 2.553 -6.158 4.387
C: 3.169 -6.484 3.184
C: 3.523 -5.486 2.290
H: 2.456 -2.794 4.054
H: 1.821 -4.568 5.632
H: 2.268 -6.940 5.078
H: 3.369 -7.518 2.940
H: 3.998 -5.736 1.353
O: 13.589 4.603 1.590
N: 13.561 3.557 2.202
O: 14.496 3.096 2.821
C: 12.305 2.795 2.194
C: 11.230 3.278 1.471
C: 10.054 2.547 1.453
C: 9.963 1.352 2.152
C: 11.052 0.887 2.878
C: 12.234 1.610 2.902
H: 11.305 4.209 0.929
H: 9.206 2.909 0.888
H: 9.043 0.785 2.129
H: 10.981 -0.043 3.426
H: 13.084 1.251 3.463
O: 1.718 6.821 -3.169
N: 1.138 6.007 -2.484
O: 1.501 5.645 -1.385
C: -0.093 5.413 -3.025
C: -0.518 5.775 -4.289
C: -1.667 5.193 -4.800
C: -2.374 4.265 -4.047
C: -1.937 3.921 -2.775
C: -0.788 4.498 -2.258
H: 0.036 6.496 -4.871
H: -2.008 5.462 -5.790
H: -3.266 3.806 -4.451
H: -2.488 3.199 -2.189
H: -0.442 4.227 -1.271

Mulliken population analysis, charges in e, atoms 1 to 8: -0.555, 0.259, -0.264, 0.060, -0.601, -0.007, -0.866, -0.492

=====

C46H35N6O3S2Tl | ωB97M-V/def2-TZVPD

The total charge is -2. The calculation puts the HOMO-LUMO gap at 3.9 eV. The largest force on an atom comes out at 0.0090 Eh/bohr.

Element x y z (Å)
Tl: 0.880 0.022 1.653
C: -4.734 1.276 2.247
C: -3.900 0.389 1.563
C: -2.537 0.362 1.778
C: -1.907 1.233 2.708
C: -2.770 2.120 3.406
C: -4.133 2.128 3.170
N: -0.566 1.221 2.865
N: -0.089 2.128 3.809
C: 1.197 2.319 3.812
C: 1.778 3.236 4.774
C: 3.112 3.464 4.791
C: 3.972 2.794 3.869
C: 3.370 1.922 2.996
N: 2.058 1.683 2.937
H: -5.804 1.288 2.078
H: -4.321 -0.317 0.852
H: -1.940 -0.368 1.249
H: -2.331 2.793 4.126
H: -4.748 2.829 3.728
H: 1.101 3.717 5.470
H: 3.529 4.155 5.517
H: 5.043 2.940 3.863
H: 3.973 1.363 2.281
N: -2.139 -0.151 -1.650
C: -2.303 -1.386 -2.192
C: -3.433 -1.768 -2.891
C: -3.527 -3.042 -3.479
C: -2.522 -3.962 -3.368
C: -1.364 -3.627 -2.621
C: -0.311 -4.539 -2.376
C: 0.741 -4.164 -1.594
C: 0.760 -2.858 -1.055
N: -0.182 -1.984 -1.277
C: -1.239 -2.346 -2.043
H: -2.961 0.367 -1.389
H: -1.334 -0.004 -1.054
H: -4.254 -1.067 -2.989
H: -4.426 -3.293 -4.031
H: -2.602 -4.946 -3.816
H: -0.371 -5.538 -2.796
H: 1.549 -4.847 -1.364
H: 1.572 -2.548 -0.406
S: 4.832 -2.560 2.074
C: 3.803 -2.709 3.434
C: 2.649 -2.011 3.274
C: 2.564 -1.320 2.025
C: 3.685 -1.529 1.269
C: 3.985 -0.999 -0.067
C: 5.163 -1.301 -0.762
C: 5.349 -0.767 -2.023
C: 4.371 0.052 -2.570
C: 3.238 0.300 -1.809
N: 3.053 -0.209 -0.600
H: 4.102 -3.308 4.280
H: 1.846 -1.984 3.999
H: 5.915 -1.940 -0.318
H: 6.254 -0.989 -2.577
H: 4.479 0.486 -3.555
H: 2.433 0.934 -2.168
C: 1.253 4.954 -6.260
C: 0.743 6.359 -6.065
O: 1.125 7.293 -6.723
S: -0.597 6.612 -4.892
C: -0.332 5.311 -3.713
C: 0.784 5.331 -2.880
C: 0.987 4.316 -1.964
C: 0.065 3.266 -1.835
C: -1.063 3.270 -2.666
C: -1.255 4.277 -3.595
C: 0.275 2.222 -0.890
C: 0.435 1.316 -0.096
H: 2.180 4.993 -6.828
H: 0.497 4.404 -6.823
H: 1.401 4.434 -5.316
H: 1.497 6.144 -2.955
H: 1.854 4.324 -1.317
H: -1.772 2.458 -2.578
H: -2.121 4.258 -4.245
O: -0.399 -2.338 3.891
C: -0.828 -2.547 2.754
O: -0.473 -1.999 1.664
C: -1.917 -3.601 2.577
C: -2.096 -4.233 1.350
C: -3.082 -5.196 1.192
C: -3.914 -5.520 2.257
C: -3.749 -4.881 3.479
C: -2.747 -3.933 3.640
H: -1.460 -3.941 0.524
H: -3.211 -5.685 0.233
H: -4.696 -6.261 2.131
H: -4.404 -5.121 4.309
H: -2.589 -3.428 4.584

Mulliken population analysis, charges in e, atoms 1 to 8: 1.822, -0.846, -0.649, 0.952, 0.227, -0.815, -0.360, 0.644

=====

C46H36BrF3NO4P2ReSi | ωB97M-V/def2-TZVPD

As for the multiplicity: 2. Its expectation value of S² is 0.756. The total charge is -1. The calculation puts the HOMO-LUMO gap (alpha / beta) at 6.5 / 7.0 eV. The value obtained for the energy relative to the best compared isomer or geometry (same formula, charge and spin) is 0.00 kcal per mole. The largest force on an atom comes out at 0.0126 Eh/bohr.

Element x y z (Å)
Re: -0.035 0.213 1.341
C: 3.436 1.575 2.563
Si: 2.405 0.621 1.285
C: 2.937 1.447 -0.355
C: 4.248 1.567 -0.815
C: 4.534 2.234 -1.997
C: 3.511 2.829 -2.727
C: 2.202 2.739 -2.281
C: 1.916 2.025 -1.119
P: 0.249 1.917 -0.385
C: -0.961 1.881 -1.750
C: -2.283 2.166 -1.391
C: -3.292 2.079 -2.332
C: -3.001 1.690 -3.636
C: -1.697 1.381 -3.987
C: -0.678 1.472 -3.045
C: 0.093 3.657 0.203
C: 0.584 3.971 1.468
C: 0.578 5.277 1.926
C: 0.073 6.294 1.124
C: -0.423 5.990 -0.134
C: -0.411 4.678 -0.593
C: 3.264 -1.075 1.209
C: 4.580 -1.361 1.579
C: 5.106 -2.636 1.421
C: 4.324 -3.652 0.883
C: 3.017 -3.388 0.503
C: 2.498 -2.107 0.674
P: 0.807 -1.640 0.155
C: -0.116 -3.211 0.387
C: -0.689 -3.411 1.644
C: -1.385 -4.576 1.926
C: -1.521 -5.559 0.954
C: -0.947 -5.374 -0.295
C: -0.244 -4.209 -0.576
C: 1.026 -1.536 -1.670
C: 2.279 -1.210 -2.193
C: 2.470 -1.085 -3.562
C: 1.416 -1.314 -4.436
C: 0.168 -1.641 -3.926
C: -0.033 -1.734 -2.556
H: 4.460 1.714 2.199
H: 3.491 1.054 3.522
H: 3.020 2.569 2.745
H: 5.059 1.120 -0.247
H: 5.557 2.305 -2.348
H: 3.737 3.371 -3.638
H: 1.407 3.224 -2.835
H: -2.518 2.448 -0.368
H: -4.312 2.299 -2.042
H: -3.793 1.617 -4.371
H: -1.467 1.052 -4.994
H: 0.331 1.191 -3.321
H: 0.934 3.171 2.109
H: 0.950 5.501 2.918
H: 0.054 7.315 1.485
H: -0.829 6.773 -0.763
H: -0.805 4.456 -1.577
H: 5.199 -0.581 2.009
H: 6.126 -2.843 1.725
H: 4.732 -4.649 0.766
H: 2.402 -4.178 0.087
H: -0.601 -2.628 2.388
H: -1.838 -4.711 2.901
H: -2.078 -6.463 1.168
H: -1.049 -6.136 -1.059
H: 0.201 -4.081 -1.554
H: 3.120 -1.049 -1.532
H: 3.449 -0.816 -3.940
H: 1.564 -1.232 -5.506
H: -0.670 -1.803 -4.594
H: -1.022 -1.937 -2.171
F: -1.279 2.082 4.815
C: -2.391 1.671 4.169
F: -3.437 2.180 4.831
F: -2.453 0.329 4.302
C: -2.368 2.089 2.669
O: -3.364 2.628 2.226
O: -1.271 1.851 2.073
C: 0.690 -0.185 3.080
H: 1.659 -0.438 3.517
H: -0.007 0.051 3.891
Br: -7.224 -3.288 -1.258
C: -6.001 -2.741 0.088
C: -6.300 -2.988 1.418
N: -5.487 -2.631 2.408
C: -4.352 -2.010 2.087
C: -3.975 -1.733 0.778
C: -4.822 -2.109 -0.250
C: -2.663 -1.065 0.452
O: -1.987 -0.688 1.466
O: -2.325 -0.955 -0.725
H: -7.223 -3.487 1.689
H: -3.701 -1.713 2.901
H: -4.539 -1.907 -1.274

Mulliken population analysis, charges in e, atoms 1 to 8: 2.743, -1.468, 0.069, 0.124, -0.111, -0.838, -0.968, -0.119